Record 1
78
Properties=species:S:1:pos:R:3 method="wB97M-V/def2-TZVPD" e_homo_ev=-8.27 orbital_gap_ev=8.876 relative_energy_kj_mol=10.1 e_lumo_ev=0.60 smiles="Cc1ccc(NC(=O)[C@@H]2[C@@H]3C=C[C@]4(O3)[C@H](C(=O)NC3CCCCC3)N(CCCN3CCCC3)C(=O)[C@@H]24)cc1Cl"
C 9.66 1.52 0.25
C 8.27 1.03 -0.01
C 7.61 1.31 -1.20
C 6.33 0.86 -1.46
C 5.66 0.11 -0.50
C 6.29 -0.18 0.71
C 7.58 0.28 0.93
Cl 8.34 -0.10 2.44
H 5.79 -0.76 1.46
N 4.36 -0.39 -0.68
C 3.53 -0.22 -1.74
O 3.76 0.40 -2.74
C 2.22 -0.95 -1.47
C 1.47 -0.39 -0.26
C 1.34 -1.30 0.95
O 2.27 -1.86 1.51
N 0.04 -1.37 1.27
C -0.45 -2.10 2.41
C -1.07 -3.46 2.07
H -0.49 -3.93 1.28
C -2.56 -3.43 1.69
N -2.81 -2.85 0.39
C -4.21 -2.53 0.15
C -4.28 -2.23 -1.35
H -5.21 -2.60 -1.78
H -4.22 -1.16 -1.54
C -3.05 -2.95 -1.94
H -2.34 -2.23 -2.34
H -3.32 -3.65 -2.73
C -2.42 -3.67 -0.74
H -1.34 -3.71 -0.83
H -2.81 -4.70 -0.65
H -4.51 -1.68 0.77
H -4.87 -3.38 0.40
H -2.96 -4.45 1.75
H -3.09 -2.82 2.43
H -0.99 -4.09 2.96
H 0.42 -2.26 3.05
H -1.17 -1.47 2.95
C -0.86 -0.63 0.40
C 0.02 -0.30 -0.80
C 0.01 0.95 -1.65
C 0.73 0.61 -2.72
H 1.05 1.22 -3.55
C 1.09 -0.84 -2.54
H 1.26 -1.43 -3.44
O -0.01 -1.33 -1.79
H -0.39 1.89 -1.36
H -1.69 -1.29 0.12
C -1.41 0.63 1.08
O -0.97 1.07 2.12
N -2.44 1.16 0.40
H -2.73 0.73 -0.47
C -3.16 2.35 0.82
C -4.65 2.03 0.97
C -5.41 3.28 1.43
C -5.21 4.42 0.44
C -3.73 4.73 0.28
C -2.96 3.49 -0.17
H -1.89 3.73 -0.25
H -3.31 3.18 -1.16
H -3.59 5.54 -0.44
H -3.33 5.07 1.24
H -5.74 5.30 0.78
H -5.62 4.13 -0.54
H -6.47 3.04 1.52
H -5.05 3.58 2.41
H -4.78 1.23 1.70
H -5.04 1.69 0.01
H -2.74 2.62 1.79
H 1.85 0.58 0.07
H 2.43 -2.01 -1.32
H 4.00 -0.93 0.11
H 5.84 1.09 -2.39
H 8.12 1.89 -1.96
H 10.04 2.08 -0.59
H 10.32 0.67 0.44
H 9.67 2.15 1.14

---

Record 2
82
Properties=species:S:1:pos:R:3 method="wB97M-V/def2-TZVPD" e_homo_ev="-4.44 / -4.34" orbital_gap_ev="7.010 / 6.862" relative_energy_kj_mol=47.2 e_lumo_ev="2.57 / 2.52" s2=3.77 multiplicity=4 total_charge=-1
V -0.76 0.89 -0.27
O -4.33 -1.38 -1.06
C -3.14 -1.05 -1.18
N -2.29 -0.67 -0.22
C -2.86 -0.69 1.09
C -3.62 -1.75 1.60
C -4.13 -1.68 2.89
C -3.91 -0.55 3.67
C -3.16 0.50 3.17
C -2.60 0.41 1.91
N -1.78 1.40 1.34
C -2.15 2.70 1.38
O -3.11 3.22 1.92
C -1.12 3.55 0.66
C -1.12 4.93 0.79
C -0.05 5.65 0.29
C 0.99 4.95 -0.30
C 0.89 3.58 -0.43
N -0.16 2.88 0.01
C -2.58 -1.08 -2.60
C -3.39 -1.63 -3.59
C -2.88 -1.75 -4.87
C -1.59 -1.32 -5.12
C -0.87 -0.76 -4.07
N -1.35 -0.63 -2.84
H -3.84 -2.60 0.97
H -4.71 -2.50 3.28
H -4.33 -0.49 4.67
H -2.96 1.38 3.77
H -1.95 5.38 1.32
H -0.02 6.72 0.38
H 1.87 5.46 -0.67
H 1.68 2.99 -0.89
H -4.38 -1.95 -3.32
H -3.49 -2.18 -5.66
H -1.13 -1.41 -6.10
H 0.13 -0.39 -4.24
C -1.86 -4.37 3.01
C -1.43 -3.21 3.82
N -1.68 -3.02 5.08
N -1.04 -1.85 5.37
C -0.41 -1.29 4.31
S 0.49 0.11 4.27
N -0.69 -2.18 3.31
N -0.17 -2.17 2.01
H -2.54 -4.98 3.60
H -0.99 -4.97 2.71
H -2.37 -4.05 2.10
H -1.12 -1.42 6.27
H -0.97 -2.26 1.38
H 0.18 -1.22 1.83
C 1.60 -1.82 -1.20
Si 1.72 0.06 -0.83
C 2.35 0.82 -2.60
C 3.48 1.87 -2.60
C 1.16 1.50 -3.30
C 2.85 -0.31 -3.51
C 3.25 0.12 0.39
C 3.57 1.55 0.82
C 4.51 -0.55 -0.17
C 2.88 -0.64 1.67
H 2.50 -2.27 -1.62
H 0.77 -2.03 -1.87
H 1.38 -2.34 -0.27
H 3.19 2.83 -2.17
H 3.76 2.08 -3.64
H 4.39 1.54 -2.09
H 0.87 2.42 -2.82
H 0.28 0.86 -3.33
H 1.43 1.75 -4.34
H 3.78 -0.74 -3.15
H 3.03 0.08 -4.52
H 2.14 -1.13 -3.59
H 3.88 2.19 -0.01
H 4.39 1.55 1.55
H 2.71 2.02 1.30
H 4.94 -0.04 -1.03
H 4.32 -1.58 -0.46
H 5.28 -0.58 0.61
H 2.02 -0.19 2.18
H 3.71 -0.60 2.37
H 2.65 -1.69 1.48

---

What did the second record say?
82
Properties=species:S:1:pos:R:3 method="wB97M-V/def2-TZVPD" e_homo_ev="-4.44 / -4.34" orbital_gap_ev="7.010 / 6.862" relative_energy_kj_mol=47.2 e_lumo_ev="2.57 / 2.52" s2=3.77 multiplicity=4 total_charge=-1
V -0.76 0.89 -0.27
O -4.33 -1.38 -1.06
C -3.14 -1.05 -1.18
N -2.29 -0.67 -0.22
C -2.86 -0.69 1.09
C -3.62 -1.75 1.60
C -4.13 -1.68 2.89
C -3.91 -0.55 3.67
C -3.16 0.50 3.17
C -2.60 0.41 1.91
N -1.78 1.40 1.34
C -2.15 2.70 1.38
O -3.11 3.22 1.92
C -1.12 3.55 0.66
C -1.12 4.93 0.79
C -0.05 5.65 0.29
C 0.99 4.95 -0.30
C 0.89 3.58 -0.43
N -0.16 2.88 0.01
C -2.58 -1.08 -2.60
C -3.39 -1.63 -3.59
C -2.88 -1.75 -4.87
C -1.59 -1.32 -5.12
C -0.87 -0.76 -4.07
N -1.35 -0.63 -2.84
H -3.84 -2.60 0.97
H -4.71 -2.50 3.28
H -4.33 -0.49 4.67
H -2.96 1.38 3.77
H -1.95 5.38 1.32
H -0.02 6.72 0.38
H 1.87 5.46 -0.67
H 1.68 2.99 -0.89
H -4.38 -1.95 -3.32
H -3.49 -2.18 -5.66
H -1.13 -1.41 -6.10
H 0.13 -0.39 -4.24
C -1.86 -4.37 3.01
C -1.43 -3.21 3.82
N -1.68 -3.02 5.08
N -1.04 -1.85 5.37
C -0.41 -1.29 4.31
S 0.49 0.11 4.27
N -0.69 -2.18 3.31
N -0.17 -2.17 2.01
H -2.54 -4.98 3.60
H -0.99 -4.97 2.71
H -2.37 -4.05 2.10
H -1.12 -1.42 6.27
H -0.97 -2.26 1.38
H 0.18 -1.22 1.83
C 1.60 -1.82 -1.20
Si 1.72 0.06 -0.83
C 2.35 0.82 -2.60
C 3.48 1.87 -2.60
C 1.16 1.50 -3.30
C 2.85 -0.31 -3.51
C 3.25 0.12 0.39
C 3.57 1.55 0.82
C 4.51 -0.55 -0.17
C 2.88 -0.64 1.67
H 2.50 -2.27 -1.62
H 0.77 -2.03 -1.87
H 1.38 -2.34 -0.27
H 3.19 2.83 -2.17
H 3.76 2.08 -3.64
H 4.39 1.54 -2.09
H 0.87 2.42 -2.82
H 0.28 0.86 -3.33
H 1.43 1.75 -4.34
H 3.78 -0.74 -3.15
H 3.03 0.08 -4.52
H 2.14 -1.13 -3.59
H 3.88 2.19 -0.01
H 4.39 1.55 1.55
H 2.71 2.02 1.30
H 4.94 -0.04 -1.03
H 4.32 -1.58 -0.46
H 5.28 -0.58 0.61
H 2.02 -0.19 2.18
H 3.71 -0.60 2.37
H 2.65 -1.69 1.48